No. 1
69
Properties=species:S:1:pos:R:3:mulliken_charge:R:1 method="wB97M-V/def2-TZVPD" homo_energy_ev=-18.82 charge=+3 max_force_ha_per_bohr=0.1218 homo_lumo_gap_ev=8.736
C 1.25613 3.07879 1.94077 0.60
H 2.51191 0.21968 -2.30531 0.43
C 0.33620 3.71334 2.99480 -1.43
H 3.05522 1.82882 2.03109 0.36
H 1.95083 -5.35217 -1.08547 0.46
C -1.14451 3.41021 0.16153 0.67
H -1.98378 -4.31853 -3.33104 0.36
H -0.12219 -4.32406 0.71688 0.22
H -0.00354 3.00142 -2.73740 0.47
C -1.33006 -3.43182 -3.36454 -1.46
H -1.87047 0.41381 -0.88791 0.05
H -1.62717 -2.56141 1.78517 0.00
H -1.93568 -1.75195 -2.18241 0.33
H -0.10252 4.65926 2.65514 0.32
C -0.91924 4.93836 0.14702 -1.64
H -0.33200 -3.77851 -3.66820 0.40
H -0.32492 0.83061 -2.95555 0.31
H -1.69312 -2.76316 -4.16106 0.41
C 1.26084 -3.35265 -0.67414 0.27
N -1.46694 -1.81335 2.45409 -0.01
H 1.66188 2.61615 -3.20075 0.44
H 1.60677 1.00638 2.63164 0.20
N -0.88625 -0.62924 2.10436 0.50
H 1.50563 4.02035 -1.09494 0.60
O 3.16388 -0.63202 0.54894 -0.18
H 1.76051 -4.38186 -2.55249 0.37
C 1.15267 -1.40123 -2.91670 -0.92
C -1.80985 -1.83769 3.74986 -0.05
N 0.54763 0.98307 -2.42347 -0.04
H 0.93162 3.92412 3.89509 0.49
C 1.31798 -4.59434 -1.56982 -1.44
H -2.15336 -2.96584 0.02890 -0.13
C 1.43032 2.92290 -1.08240 -0.62
C -1.36757 -2.68060 -2.01569 0.76
C 0.79996 -3.72433 0.74199 -1.21
Sn -0.33748 0.05981 -0.03848 0.83
H 0.47451 -1.55669 -3.77306 0.47
H -1.12132 5.33245 -0.85956 0.27
C 0.89178 2.43950 -2.43083 -1.30
C 1.60256 0.06717 -2.90776 -1.23
P 0.26223 -2.00870 -1.43141 0.51
H 1.88383 0.37012 -3.93267 0.53
H -0.43313 1.09971 3.28884 0.32
H 1.58211 -4.33149 1.22183 0.51
C 2.06407 -0.38248 0.29483 0.07
H -1.60752 5.44869 0.83768 0.43
H -2.38443 3.67414 1.96289 0.46
H 1.92268 3.87079 1.55494 0.79
C -2.25044 2.96368 1.13545 -1.30
H -1.75580 -4.49542 -0.80655 0.39
H 2.03971 -2.04026 -3.06396 0.47
H -3.18561 -3.54985 -1.26744 0.55
H 0.10465 5.24849 0.40847 0.47
C -0.85486 0.10917 3.24147 -0.44
H 0.32139 -5.03677 -1.71143 0.31
P 0.42906 2.46759 0.39485 -0.05
C -2.13582 -3.47144 -0.94681 -1.36
H 2.36224 2.25176 3.62143 0.43
H -1.45842 3.10590 -0.85151 0.57
H 2.27785 -2.93051 -0.60210 0.52
H -2.28604 -2.69473 4.19433 0.51
H -3.20216 2.91651 0.58828 0.36
C 2.11905 1.97698 2.58281 -1.38
H -2.08857 1.96272 1.55809 0.13
C -1.43743 -0.61435 4.27887 -1.18
H 2.43971 2.52374 -0.91023 0.49
H 0.63870 -2.85319 1.38525 0.19
H -1.56656 -0.25804 5.29115 0.49
H -0.48739 3.06250 3.31434 0.28


No. 2
63
Properties=species:S:1:pos:R:3:mulliken_charge:R:1 method="wB97M-V/def2-TZVPD" homo_energy_ev=-8.42 relative_energy_kcal_mol=423.68 max_force_ha_per_bohr=0.3107 homo_lumo_gap_ev=9.205
H 2.15535 2.93551 1.68481 0.06
C 4.29343 -0.28535 -0.26919 -1.29
H 3.61008 -1.81134 0.77155 0.59
H -4.90954 1.01011 1.19665 0.17
H -5.94589 -1.64180 1.60089 0.17
H 2.32531 -3.59689 0.54017 0.24
C -2.40558 1.32901 0.54337 -1.08
C -6.94457 -0.14623 -0.02092 -0.92
C 2.35361 3.32184 0.50580 0.25
H 3.71779 -4.14112 -1.37884 0.23
C 4.25751 -4.63551 0.45082 -0.72
C -6.54256 -2.68464 -0.41195 -1.13
H 4.52365 0.01312 -1.36420 0.31
H -0.88775 1.64108 -1.23060 0.38
H 2.55775 -5.14865 1.94299 0.36
H -6.13207 1.42758 -0.90062 0.20
H 1.26082 2.93562 -1.15376 0.97
H 3.79914 2.73400 -0.92202 0.44
H 2.33084 -5.24975 0.09344 0.29
C 5.11541 -2.39436 -0.78665 -1.44
C 4.61281 -3.93669 -0.69185 -0.40
H -5.57977 -2.50642 -0.87066 0.28
H 2.18234 0.57903 -0.38375 0.13
C -1.23365 2.26218 -0.44995 -1.79
H 2.82727 0.51539 1.02751 0.87
H -3.89066 2.33420 -0.84542 0.21
C 3.82922 -1.65225 -0.18966 -0.49
H -7.41178 0.36767 0.75579 0.45
C -3.60922 1.21409 -0.45137 -0.81
H 5.86518 -2.27105 -0.08798 0.45
H -8.01848 -0.25862 -0.64557 0.32
C 1.17676 3.11583 -0.19208 -1.61
C 2.68668 -4.64777 0.95390 -0.96
H 4.78080 -4.24235 1.34324 0.32
C 3.54274 2.07692 -0.04140 -1.12
H -6.50501 -3.75151 -0.14460 0.37
H 4.81319 -5.61375 0.56480 0.42
H -7.78326 -1.83591 1.11848 0.29
H 5.52960 -4.34607 -1.28400 0.27
H -5.49429 -0.34233 -1.43710 0.38
H 2.52466 5.12997 -1.17977 0.35
C -5.83232 0.32414 -0.73353 -0.51
H -2.72114 2.03487 1.35164 0.28
C 3.13968 0.87605 0.16799 -0.55
H 3.80116 4.77474 1.42978 0.63
H -1.91163 0.55927 0.54385 0.70
C -6.74447 -1.65203 0.56956 -0.16
H 5.37889 -2.21129 -1.63925 0.92
C 3.02578 4.67458 0.85871 -1.28
H -4.11036 -0.36858 0.42320 0.61
H 0.69819 4.03298 -0.30240 0.87
H -3.25422 0.81814 -1.46546 0.30
H -7.30988 -2.66410 -1.33503 0.21
C -0.00063 2.37310 0.42613 -0.76
H 0.31763 1.40700 0.66772 0.50
H -0.03457 2.76012 1.46178 0.48
H 5.09545 -0.02536 0.32168 0.56
C -4.65030 0.36565 0.05073 -0.29
H 4.45934 2.40204 0.48630 0.32
O 3.38192 5.14112 -0.67266 -0.61
H 2.37124 5.26695 1.19496 0.53
H -1.44612 3.09744 -0.52375 1.04
H 2.96850 -1.78968 -1.04222 0.20


No. 3
74
Properties=species:S:1:pos:R:3:mulliken_charge:R:1 method="wB97M-V/def2-TZVPD" homo_energy_ev=-9.66 smiles="CCOc1cc(O)cc2c1C(=O)C=CC2=O.CO.CO.CO.CO.CO.CO.CO.CO" max_force_ha_per_bohr=0.0594 homo_lumo_gap_ev=8.333
H 3.42604 -1.86464 2.38547 0.26
H 0.62676 2.42797 -8.81583 0.25
C 0.02885 0.88780 3.06099 -0.50
C 0.34647 3.42458 -3.97525 -0.63
C 0.97294 3.31680 -8.28236 -0.52
C -2.22890 -2.08539 -1.47344 0.77
H 1.10583 3.66988 6.75084 0.25
H 0.88388 -0.71053 -2.50227 0.50
C -3.27892 1.51560 5.57287 -0.65
H -1.07049 3.45698 6.03178 0.27
H 6.72673 -1.29577 5.19249 0.16
H 2.48414 -1.98663 3.90414 0.26
C 7.22277 -0.34438 5.40386 -0.44
H -2.35010 -0.80702 -5.42511 0.15
C -0.44946 0.21196 -0.88766 0.24
C -2.33056 -1.48621 -6.28185 -0.39
O 1.65317 2.93435 -7.09362 -0.48
H 1.23395 5.06307 5.65199 0.24
H 0.64947 0.32435 3.75844 0.31
O -3.40378 -2.41266 -6.18389 -0.55
H -4.25035 -4.86667 -0.47733 0.39
C -4.34253 -2.87005 0.40870 -0.44
C -0.94473 -1.90084 -2.16624 -0.16
C -3.19076 -3.27476 -1.77073 0.20
O -3.33800 -3.76252 -2.86617 -0.49
H 0.93123 -4.94268 -0.83269 0.39
O -0.65885 4.31683 5.88895 -0.49
H 6.85387 0.06366 6.34872 0.24
O 0.38226 1.29499 -0.65965 -0.64
C 0.40023 -3.97078 -1.06189 -0.90
H -3.27984 -2.90857 -5.36473 0.32
O -2.47415 1.94678 4.47915 -0.37
C 3.45863 -1.74551 3.47143 -0.57
H 1.02348 2.44779 -6.54937 0.28
H 6.01986 0.70191 4.30335 0.28
H -1.99780 0.76286 0.61748 0.65
C -2.59530 -1.09803 -0.44230 0.51
C 0.07544 -4.00632 -2.59804 -0.46
H -3.04759 2.44066 3.88190 0.24
H -4.08466 0.87279 5.21112 0.29
C -3.99676 -3.78629 -0.53111 -0.50
O 6.97567 0.57415 4.35038 -0.50
H -2.65373 0.95311 6.26502 0.25
H -0.56149 -4.89974 -2.82057 0.28
H -1.37933 -2.02448 -6.30989 0.20
H 0.32158 4.11513 -3.12852 0.29
H -3.69993 2.38192 6.08927 0.28
H 0.27054 1.80908 1.36606 0.28
H -0.38850 1.75531 3.56969 0.17
C -3.94525 -1.35810 0.29809 0.10
H 4.21051 -2.41595 3.88432 0.24
H 1.27960 1.01590 -0.40510 0.33
O 3.80671 -0.40737 3.79404 -0.45
H 1.66420 3.86953 -8.91636 0.23
O -0.72508 2.49462 -3.87234 -0.51
O -0.57667 -2.81909 -3.13606 -0.47
H 0.97666 3.43495 4.98175 0.07
O 0.83893 1.31478 1.96732 -0.47
H 0.12107 3.95574 -8.03502 0.24
H -4.89387 -3.22960 1.30600 0.35
C 0.74460 4.10427 5.81490 -0.35
H -0.60329 2.00971 -3.04709 0.29
H 1.12534 -3.16258 -0.78501 0.24
H -0.77631 0.24680 2.69359 0.23
H -2.44651 -0.91115 -7.19953 0.27
O -4.62756 -0.49299 0.78393 -0.52
H -0.50380 -3.96305 -0.39758 0.25
H 3.12517 0.16172 3.41597 0.29
H 8.29686 -0.50818 5.47865 0.24
H 1.29962 2.88904 -3.99158 0.28
H 0.23376 3.98679 -4.90071 0.26
C -1.71495 0.01740 -0.16025 -0.77
C -0.05620 -0.77476 -1.90843 -0.21
H 1.06914 -4.07827 -3.12703 0.35


No. 4
79
Properties=species:S:1:pos:R:3:mulliken_charge:R:1 method="wB97M-V/def2-TZVPD" homo_energy_ev=-8.51 relative_energy_kcal_mol=34.15 max_force_ha_per_bohr=0.0440 homo_lumo_gap_ev=8.693
O -5.87688 2.58569 0.64356 -0.55
H -0.61571 -2.63121 3.13878 -0.09
C -5.54197 1.44841 0.62071 0.64
O 2.45698 1.71547 -7.25441 -0.61
H -0.50137 0.62012 -3.42095 0.26
S 1.08440 -4.00922 1.93583 0.53
C -4.84823 -0.50591 -0.29186 0.27
H -0.51141 -1.47805 6.29641 0.37
H -5.40834 -1.37490 -0.63763 0.39
H -4.75683 4.28889 -5.40835 0.35
H 3.46761 1.27683 -4.67077 0.18
O 4.21283 0.42699 3.26917 -0.34
O 1.55867 -0.66687 -2.07277 -0.64
C 0.02091 0.79269 -0.53028 0.38
S -3.78684 2.77811 -3.61774 0.72
H -3.92359 0.47018 -4.55419 0.33
H 0.24160 1.68615 0.06075 0.41
H -3.57358 1.72721 -5.77608 0.39
O -2.35513 3.12120 -3.92425 -0.67
H -5.84541 3.84680 -4.13974 0.40
O -5.71850 0.60815 -0.42561 -0.40
C 0.80252 0.90317 4.12295 -0.10
O -4.73604 0.86333 1.54024 -0.34
C -3.63206 -0.14032 -1.16263 -0.88
H 0.97837 -0.87600 -6.74639 0.35
H -3.96356 -0.01868 -2.19279 0.09
C 0.81874 -2.65940 0.75017 -0.10
H 0.89176 1.55618 -4.11736 0.30
C -0.21557 0.14213 5.04666 0.52
H 6.49995 -1.73355 2.65153 0.31
O -1.66005 -0.04451 1.92689 -0.22
H -4.45902 4.98060 -3.79298 0.31
C 5.55173 -0.24444 5.17885 -1.26
H 1.06545 -0.58031 6.57909 0.42
C 0.35269 -0.97884 5.85591 -1.39
C 0.27209 1.36642 -3.24103 -1.01
H -2.86606 -0.91693 -1.25272 0.48
O 4.69508 -1.08110 1.72812 -0.28
H 6.36307 -0.89266 5.50318 0.36
C -4.14364 1.48320 -4.88149 -1.09
H 1.74360 -2.37227 0.25158 0.43
H -1.02887 0.88806 -0.78473 -0.06
O 3.06118 0.43106 1.34300 -0.46
H 4.99990 1.16504 -5.65515 0.34
H -0.69647 0.93211 5.62655 0.32
H -3.67134 -0.99921 1.50081 0.11
H -3.12981 0.74386 -0.77409 0.10
O 0.65161 -5.33440 1.32529 -0.70
H 2.39729 -1.60574 -5.92605 0.37
O -1.09580 -0.41156 4.08289 -0.42
S 1.30048 0.79898 -1.82505 0.48
C -0.94445 0.12511 2.86006 0.48
H 4.57066 -0.62161 5.46480 0.27
H 0.06495 -2.96949 0.02874 0.38
H 0.41287 -0.07169 -0.00460 -0.54
C 5.47906 -0.15937 3.64295 0.33
H 4.35202 -0.24943 -4.89906 0.34
H -0.15077 -4.20692 3.90029 0.35
C 3.90250 -0.03138 2.03053 0.55
H 1.79604 0.47406 4.03718 -0.22
H -5.20306 1.53173 -5.14611 0.36
H 0.89603 -1.69017 5.23372 0.27
H 5.05785 -2.31937 3.37771 0.30
H 0.86044 1.94929 4.41329 0.28
C -4.60300 -0.53128 1.20156 -0.30
C -4.80129 4.10163 -4.33528 -1.09
C 1.86546 -0.67683 -6.15521 -0.62
H 6.19566 0.59828 3.32004 0.26
O 0.18763 0.82861 2.82448 -0.23
H 5.74787 0.75344 5.56237 0.36
H 1.57758 -0.34657 -5.15529 -0.02
H -1.22681 -4.12387 2.48432 0.37
H -0.27594 2.30643 -3.13174 0.46
C 4.06198 0.69230 -5.36887 -0.77
H 0.48080 -1.76957 1.28147 -0.60
S 3.13531 0.41366 -6.90446 0.46
C -0.36230 -3.67645 2.97341 -0.58
H -5.46872 -0.97015 1.70769 0.34
C 5.46521 -1.45135 2.85416 -0.42


No. 5
79
Properties=species:S:1:pos:R:3:mulliken_charge:R:1 method="wB97M-V/def2-TZVPD" homo_energy_ev=-4.95 charge=-1 max_force_ha_per_bohr=0.0202 homo_lumo_gap_ev=7.189
C 3.50224 4.38262 -1.10031 -0.24
H -1.38828 2.23100 5.55224 0.32
H 0.81528 -6.33605 -1.01023 0.30
C -2.41816 1.90420 5.71149 -1.18
C -0.07559 -1.60161 -1.84813 -0.01
H -0.91942 -2.51714 1.15151 0.30
F -1.68367 3.06877 2.93953 -0.19
H 4.26285 3.58675 -1.10724 0.21
H 3.99779 1.29086 -2.40037 0.34
H 2.40752 -2.76822 -1.41566 0.05
O 2.41337 -5.15604 -0.37180 -0.35
H 0.72286 -2.12271 -3.76220 0.44
C 0.19719 -2.62404 -2.94198 -1.00
O -0.94273 -2.06344 -0.82715 -0.05
H -3.68683 -0.72279 -0.93546 0.19
H 3.04611 4.35006 -5.31707 0.24
C 3.79980 5.30654 -2.25916 -0.78
H 1.85170 4.61985 -4.02979 0.31
F -0.25455 1.87873 1.82042 -0.26
H -0.22515 -3.78377 0.12371 0.31
C -2.23193 0.20938 3.79297 -0.68
O 2.21373 0.75542 -1.47631 -0.28
H 1.99085 3.22763 0.79404 0.43
H 0.75606 2.62558 -0.28615 0.31
H 0.68876 -2.28954 0.44309 0.32
C 2.55472 1.50412 -0.32243 -0.65
H -2.88851 -3.04825 0.26773 0.25
C -1.54549 2.39659 1.80344 0.72
H -3.83887 -2.32650 -1.66692 0.32
H -2.14643 -0.87357 3.67576 0.17
H 2.83561 5.97325 -4.63160 0.35
C 2.96918 1.00351 -2.64001 -0.78
C 1.82255 2.82890 -0.21031 -0.82
C -3.68707 -2.33931 0.48335 -0.31
O -3.13211 -1.38996 1.39040 -0.20
C 2.84253 4.90256 -4.40102 -0.73
H -3.56565 0.08043 5.49878 0.62
H -2.15449 0.75407 0.93034 0.06
C -4.39293 1.62347 3.29716 0.03
O -5.06526 0.97363 4.13878 -0.78
H -5.77184 -0.83944 2.65686 0.29
H 1.99500 3.50359 -2.11585 0.10
H 2.52267 1.78229 -3.26706 0.25
O 3.86590 4.58156 -3.48325 -0.35
O -4.54282 2.76766 2.88864 -0.76
H 2.89016 -3.22271 -3.05904 0.38
H 2.99080 0.07958 -3.22132 0.26
N 2.14528 3.87022 -1.18392 -0.20
H 3.61229 4.94028 -0.16514 0.34
H -0.58865 -0.75494 -2.31370 0.32
C -0.30949 -2.70050 0.26615 -0.91
I -1.22164 -0.76561 6.46356 -0.12
H 4.77381 5.77946 -2.10153 0.40
H 4.04468 -4.60667 -1.46578 0.39
N 0.95242 -3.81846 -2.57519 -0.33
H 0.84138 -1.19789 -1.41030 -0.02
C -3.22286 0.76634 2.70428 1.27
B -3.95213 -0.46188 1.98356 0.19
H 1.39589 -6.56987 0.65158 0.25
F -1.49722 3.29440 0.78830 -0.32
C -4.14957 -1.70352 -0.82650 -1.01
H -0.76648 -2.95459 -3.33881 0.36
N -2.51960 1.43738 1.58467 -0.31
H 3.04355 6.09470 -2.32000 0.41
H 2.88841 -5.62856 -2.33777 0.42
C 1.70622 -6.37634 -0.37368 -0.73
H -3.08880 2.55442 5.14782 0.28
H 3.64454 1.60851 -0.24135 0.35
O -5.31748 -0.57289 1.85331 -0.50
C 2.32841 -3.55449 -2.17965 0.04
C 2.98002 -4.80164 -1.62629 -0.90
H -5.23329 -1.60258 -0.85315 0.34
H 0.47696 -4.27864 -1.80838 0.14
H 2.33979 -7.20399 -0.71137 0.35
H -4.49172 -2.90625 0.95719 0.30
H 2.23305 0.89275 0.52467 0.43
C -2.58705 0.47072 5.25438 -0.51
H -2.63772 1.99792 6.77522 0.46
H -1.22044 0.58473 3.62542 0.34


No. 6
73
Properties=species:S:1:pos:R:3:mulliken_charge:R:1 method="wB97M-V/def2-TZVPD" homo_energy_ev=-9.01 max_force_ha_per_bohr=0.1358 homo_lumo_gap_ev=9.376
H -5.16959 2.15639 -1.65977 0.33
H 2.39552 -3.10794 -2.21455 0.18
C -1.33862 -3.61822 -0.50657 -0.56
C 2.59346 5.23250 4.39667 -1.07
H -1.80525 0.13518 0.80471 -0.22
C 3.54422 2.41946 -4.46370 -1.07
O -1.63987 -1.94315 2.38624 0.05
H 3.16975 1.82820 4.88975 0.29
O 2.65793 0.29669 -5.07286 -0.48
H -5.22610 3.80045 -0.94653 0.36
H 2.87763 3.23763 -4.18196 0.33
C -0.96755 -2.04520 -0.62789 0.94
H -3.87100 3.32175 -1.98931 0.31
H -1.24375 -4.39999 1.63259 0.12
H -3.28894 -1.02416 5.93911 0.32
H 3.06663 -0.81819 1.78330 0.24
H -0.44185 -5.53520 0.39052 0.36
H 0.57340 -2.97222 -6.06577 0.31
H -3.12056 -1.55249 -1.07455 0.31
H -3.94202 1.62341 1.91979 -0.11
H 2.51171 -1.52248 0.16392 0.16
H 3.45640 -3.43570 -3.60067 0.45
H 0.45273 -3.93561 0.96864 0.02
H -2.15426 -1.99492 -2.59390 0.31
H 2.11797 -2.40621 1.83018 0.29
H 1.66712 5.34196 4.96514 0.31
H 3.24373 6.08221 4.61976 0.30
H 0.04809 -1.85011 -1.16344 -0.10
C 2.18860 -1.38798 1.26285 -0.83
H -2.47333 -2.66653 5.40019 0.32
H 2.88554 -1.76777 -3.27255 0.22
H 1.60026 2.80981 -6.50709 0.33
B 0.84706 -0.48212 1.46462 0.63
O -2.59777 2.50188 0.00145 -0.54
C -2.11009 -1.37969 -1.61018 -1.26
C -3.81755 2.47449 -0.03198 0.82
Si -0.98085 -1.07474 1.02634 -0.39
H -2.09141 0.47892 3.30354 -0.13
H 4.43572 2.81024 -4.95931 0.33
H 1.82430 1.21123 -7.24660 0.27
H 2.33558 2.54358 3.49545 0.15
H -5.21384 1.08619 0.80499 0.32
C -4.57770 2.96955 -1.23353 -1.25
C 3.28826 3.95578 4.79025 0.72
H -2.49236 -3.74709 -0.49448 0.27
C -0.57223 -4.41110 0.67646 -0.69
H -1.93076 -0.25344 -1.79490 0.28
C 0.08575 -0.38900 6.34976 -0.28
H 3.85075 1.88994 -3.55805 0.27
H 3.15832 2.38240 -7.28446 0.33
H -0.99166 -4.11813 -1.50482 0.28
C 2.32114 2.00987 -6.68991 -1.07
C 1.40919 -3.07255 -4.10611 0.82
C -2.44177 -1.50294 5.31341 -0.38
C 2.82537 1.46581 -5.37999 0.72
O 0.37675 -3.51898 -3.63261 -0.53
O 4.40669 3.96758 5.27702 -0.57
C 1.52123 -2.74565 -5.57044 -0.84
H 1.73730 -1.68245 -5.69727 0.09
C -0.99399 -0.96501 5.84022 -0.31
H 0.32286 1.44278 1.61312 0.24
H 2.38211 5.22538 3.32503 0.30
S -4.60922 -0.97487 2.71844 -0.41
C 2.62080 -2.82741 -3.24710 -0.98
C -4.62041 1.94441 1.12615 -0.70
H 1.62036 2.66053 5.13553 0.27
C 2.54884 2.66509 4.55970 -0.71
H 1.10237 0.11102 6.55427 0.31
H 2.30810 -3.35045 -6.02725 0.33
Si -2.54366 -0.91932 3.45707 0.29
H -4.84253 -2.27430 2.26081 0.15
O 1.00134 0.86062 2.04522 -0.33
H -5.27036 2.73041 1.51793 0.43